Here is a 9-piece molecular cluster, C48H81N3O12S3 overall at a distorted geometry from the OMol25 dataset. Energies are from ωB97M-V/def2-TZVPD.

The geometry in XYZ format:
```
147
Properties=species:S:1:pos:R:3:forces:R:3
C 23.97336 17.48591 15.88046 0.454 0.209 0.150
C 24.74700 18.27862 15.03919 -0.162 0.174 0.369
C 24.46703 18.34853 13.69179 0.554 -0.058 -0.267
C 23.45443 17.56388 13.18442 0.022 0.086 0.168
C 22.67777 16.77138 14.00499 -0.017 -0.517 -0.440
C 22.95451 16.71621 15.36078 -0.624 0.187 -0.117
N 23.23265 17.55427 11.73110 -0.156 -0.156 -0.312
O 24.10917 18.01625 11.02024 -0.403 -0.104 0.258
O 22.19088 17.06147 11.32936 0.375 0.197 0.057
H 24.20421 17.48857 16.93788 -0.102 -0.145 0.014
H 25.55291 18.86824 15.45459 0.008 0.007 -0.034
H 25.07820 18.93992 13.02650 -0.073 0.052 -0.041
H 21.92813 16.13499 13.55366 -0.108 0.153 0.078
H 22.29351 16.13103 15.98655 0.233 -0.119 0.129
C 21.45013 8.53828 25.16778 0.520 0.232 -0.201
C 21.96153 9.34487 24.15342 -0.201 -0.490 0.019
C 22.91984 10.29770 24.43484 -0.183 0.603 -0.154
C 23.42417 10.38791 25.71427 -0.397 -0.386 0.083
C 22.99504 9.53147 26.71570 0.495 0.067 0.475
C 22.01333 8.60814 26.43826 -0.896 -0.270 -0.425
N 24.37826 11.45219 26.02922 -0.101 0.332 -0.052
O 24.63730 12.24855 25.14431 0.104 -0.133 0.135
O 24.81085 11.49923 27.15965 0.158 0.011 0.033
H 20.61757 7.87267 24.98537 0.116 -0.131 -0.121
H 21.63431 9.21915 23.13161 -0.231 0.139 0.064
H 23.15986 11.06954 23.71392 0.362 -0.285 -0.101
H 23.42380 9.59975 27.70555 0.026 0.077 -0.034
H 21.59274 7.93515 27.17381 0.312 0.176 0.321
C 20.01971 12.42574 26.13138 0.426 -0.132 -0.157
C 19.23792 13.02627 27.09540 -0.387 0.120 0.563
C 17.87291 13.15706 26.90314 -0.086 0.192 -0.155
C 17.33200 12.74057 25.70044 -0.259 0.102 -0.078
C 18.08655 12.14336 24.72117 0.964 -0.269 -0.305
C 19.44168 11.94227 24.97402 -0.278 0.244 -0.286
N 15.90029 12.97161 25.43693 -0.095 -0.264 0.065
O 15.28367 13.63591 26.24037 -0.092 0.154 0.073
O 15.41907 12.45741 24.44600 0.078 0.101 -0.046
H 21.09601 12.36568 26.23725 -0.028 -0.112 0.197
H 19.64998 13.39250 28.02625 0.186 -0.012 -0.082
H 17.23280 13.62942 27.63258 0.009 -0.029 0.046
H 17.72470 11.88445 23.73741 -0.512 -0.048 0.196
H 20.05082 11.46347 24.22169 0.053 0.035 0.008
C 21.11229 13.52659 17.96424 -0.697 0.505 -0.286
C 20.54160 12.78240 19.16403 0.718 0.984 0.632
C 21.49957 11.65711 19.57079 -0.929 -1.380 -0.387
C 20.76436 10.49257 20.23945 0.155 -0.148 0.467
C 20.10012 10.86471 21.56854 0.280 -0.213 -0.319
C 19.18138 9.74014 22.04081 -0.262 0.621 -0.150
H 22.19847 13.56200 18.03451 0.031 0.203 -0.196
H 20.68988 14.53288 17.87199 0.289 0.095 0.303
H 20.80202 13.08193 17.01421 0.321 -0.424 0.109
H 20.51800 13.45177 20.03357 -0.028 0.211 -0.215
H 19.48120 12.57052 19.01138 0.167 -0.780 -0.109
H 22.28690 12.01641 20.23590 -0.008 0.241 -0.096
H 21.98497 11.24314 18.67922 0.070 0.195 0.006
H 20.05011 10.03066 19.54770 -0.224 0.404 -0.023
H 21.42301 9.64148 20.47920 0.282 0.274 -0.145
H 20.90410 11.06012 22.28874 0.008 -0.265 0.046
H 19.59132 11.83449 21.56472 -0.346 -0.220 -0.435
H 19.69259 8.78545 22.17420 0.159 0.142 0.403
H 18.67820 10.10766 22.93392 -0.057 -0.693 0.259
H 18.40677 9.51329 21.30296 -0.016 0.304 -0.076
C 17.93229 15.46931 19.77313 0.410 -0.655 -0.322
C 16.68472 16.05512 20.39587 -0.481 0.650 -0.547
C 15.77027 15.00622 21.01872 0.996 -0.645 1.757
C 14.32676 15.44819 21.23190 0.259 -0.288 -1.041
C 14.11433 16.42824 22.39468 0.437 -0.640 -0.062
C 13.22636 17.58557 22.01404 -0.233 1.533 0.416
H 18.67147 15.08653 20.48443 -0.259 0.067 0.268
H 18.49713 16.13818 19.12112 -0.259 0.220 0.025
H 17.63274 14.60403 19.17071 0.132 0.084 -0.109
H 16.93851 16.86767 21.08411 -0.011 -0.273 0.293
H 16.09731 16.58698 19.63276 0.180 -0.220 -0.193
H 16.23324 14.73594 21.99071 -0.316 0.280 0.066
H 15.86378 14.01661 20.55547 -0.318 0.366 -0.776
H 14.04436 15.87455 20.25796 -0.190 0.392 0.282
H 13.68020 14.56833 21.28653 0.021 0.030 0.427
H 13.78385 15.84901 23.26137 -0.470 0.175 -0.072
H 15.08823 16.79243 22.73852 -0.004 0.214 -0.258
H 13.75863 18.33054 21.40856 0.118 -0.467 -0.340
H 12.30750 17.34444 21.48052 0.070 -0.369 0.011
H 12.93001 18.22871 22.85528 -0.053 -0.515 0.204
C 15.23535 10.23329 21.34399 -0.385 -0.323 -0.174
C 14.87960 9.59417 20.01497 1.018 -0.539 -1.288
C 14.84083 8.06895 20.03548 -0.113 -0.706 0.627
C 13.72861 7.43359 20.88912 0.083 0.585 0.001
C 13.62038 5.92888 20.66781 0.496 0.051 -0.144
C 13.02288 5.13072 21.82386 0.381 -0.226 -0.338
H 14.44221 10.07569 22.07596 -0.023 0.309 0.035
H 15.42651 11.29343 21.18792 -0.022 0.070 0.350
H 16.12272 9.74252 21.74839 0.105 0.161 -0.005
H 14.01889 10.02124 19.49507 -0.322 -0.036 0.487
H 15.69122 9.79665 19.29499 0.016 0.306 0.219
H 15.78843 7.69229 20.45658 -0.018 0.246 0.057
H 14.85647 7.62024 19.03475 -0.490 0.371 -0.066
H 13.94924 7.66083 21.93887 0.027 -0.212 0.004
H 12.78329 7.95754 20.70299 -0.058 -0.220 -0.151
H 13.13822 5.74473 19.70253 -0.323 -0.077 0.193
H 14.63449 5.53798 20.49941 0.036 0.132 0.164
H 11.94534 5.23979 21.92429 -0.022 0.070 0.068
H 13.26855 4.07643 21.67462 -0.318 -0.046 0.006
H 13.52090 5.40620 22.75508 -0.179 0.161 0.060
C 25.33790 9.58526 20.19907 0.160 -0.793 0.523
C 25.07971 10.79829 21.09550 -0.108 -0.664 0.858
C 25.74185 11.99594 20.46078 0.277 1.021 -0.369
S 26.07620 11.53901 18.73732 -0.464 -0.321 0.371
O 27.45766 11.15886 18.66695 0.244 -0.119 -0.176
O 25.54342 12.52064 17.83749 -0.240 0.282 -0.278
C 25.05947 10.04677 18.79349 -0.161 -0.033 -0.507
H 24.78054 8.71849 20.56237 -0.415 0.146 -0.363
H 26.37097 9.22910 20.25785 0.106 0.381 0.011
H 25.42426 10.60163 22.11397 0.253 0.157 -0.101
H 23.99653 10.90003 21.21492 0.016 0.307 -0.325
H 26.70843 12.28559 20.87308 0.085 -0.435 0.100
H 25.18163 12.93134 20.44719 -0.375 -0.239 -0.042
H 25.29914 9.37875 17.97206 0.508 0.018 0.105
H 24.01824 10.32527 18.60745 0.031 0.248 0.330
C 17.45801 6.53253 18.12903 -0.851 0.035 0.854
C 18.83688 7.19487 17.92875 -0.849 -0.444 0.030
C 18.96467 7.47663 16.42938 0.315 -0.066 0.058
S 17.98527 6.23226 15.55089 -0.276 -0.059 0.389
O 18.86477 5.28925 14.91022 0.038 0.021 -0.033
O 16.95807 6.88242 14.78537 -0.120 0.182 -0.093
C 17.30090 5.48647 17.04789 1.695 -0.409 -0.450
H 16.65023 7.26909 18.18669 0.183 -0.006 -0.583
H 17.37988 6.03961 19.10451 0.272 0.015 -0.055
H 19.58525 6.48552 18.28513 0.209 0.139 -0.183
H 18.87946 8.09076 18.54465 0.233 0.107 -0.134
H 19.98407 7.35941 16.06668 -0.010 0.176 -0.076
H 18.55110 8.44190 16.14534 0.032 0.033 0.006
H 18.11111 4.76392 17.22654 -0.322 -0.192 0.127
H 16.40661 4.90774 16.85078 -0.396 0.479 0.093
C 21.71246 9.88210 14.29775 -0.267 -1.327 0.657
C 21.68246 10.37686 15.75409 -0.212 1.807 -0.668
C 22.85180 11.35896 15.78884 0.417 0.862 0.495
S 24.17146 10.59427 14.82653 -0.622 -0.143 0.598
O 25.04066 9.95236 15.77991 0.414 -0.095 -0.218
O 24.66161 11.50368 13.83580 0.213 -0.018 -0.224
C 23.11705 9.32822 14.10346 -0.282 -0.294 -0.891
H 21.46152 10.69217 13.61468 0.273 0.179 0.060
H 20.96034 9.10782 14.12180 0.106 -0.034 -0.003
H 21.77748 9.67350 16.57756 -0.201 -0.511 -0.348
H 20.77036 10.97503 15.83250 -0.081 -0.292 0.605
H 23.29299 11.63716 16.74943 -0.002 -0.597 0.130
H 22.59634 12.35249 15.41320 -0.058 -0.301 -0.685
H 23.24344 8.37772 14.62151 0.085 0.234 0.410
H 23.35276 9.09983 13.06343 0.252 0.499 -0.013
```
Forces are in eV/Å.

## Properties
* lowest unoccupied orbital energy: -1.089 eV
* orbital gap: 8.992 eV
* electronic energy: -4138.92312 Ha
* structure (SMILES): O=[N+]([O-])c1ccccc1.O=[N+]([O-])c1ccccc1.O=[N+]([O-])c1ccccc1.O=S1(=O)CCCC1.O=S1(=O)CCCC1.O=S1(=O)CCCC1.CCCCCC.CCCCCC.CCCCCC
* molar mass: 988.39 g mol⁻¹

These are the Mulliken partial charges, in e, on atoms 1 to 4: -0.5554, -0.3288, -0.4476, 0.1488